*w*
ORCA calculation (wB97M-V/def2-TZVPD) on 3 unconnected molecules or ions with the total composition C2H9NO2.

Results
molecular weight = 79.1 g/mol
HOMO energy (spin up / spin down) = -15.16 / -15.14 eV
2S+1 = 2
net charge = +1
gap between HOMO and LUMO (spin up / spin down) = 9.878 / 6.671 eV

Last column: Löwdin spin population.
CARTESIAN COORDINATES (ANGSTROEM)
N  -0.505  0.893  1.247  0.30
H  1.687  1.433  -0.354  0.02
O  1.651  -1.997  -1.075  0.00
H  0.365  1.160  1.708  0.00
C  -0.420  1.082  -0.090  0.15
H  -0.814  -1.843  0.642  0.00
H  -1.275  0.896  -0.744  0.01
C  0.675  1.617  -0.704  0.47
H  0.528  2.131  -1.645  0.03
H  -1.284  1.324  1.745  0.01
O  -1.690  -1.739  1.028  0.01
H  1.094  -1.347  -1.520  0.00
H  1.721  -2.708  -1.724  0.00
H  -1.732  -0.901  1.487  0.00

*x*
ORCA calculation (wB97M-V/def2-TZVPD) on 2 unconnected molecules or ions with the total composition C2H9NO2.

Results
molecular weight = 79.1 g/mol
HOMO energy (spin up / spin down) = -14.26 / -14.26 eV
2S+1 = 2
net charge = +1
gap between HOMO and LUMO (spin up / spin down) = 10.763 / 5.427 eV

Last column: Löwdin spin population.
CARTESIAN COORDINATES (ANGSTROEM)
H  -0.119  2.170  0.588  0.01
H  3.013  -1.343  -0.077  0.00
H  -0.892  -0.713  -0.023  0.01
H  -1.509  2.111  1.581  0.02
H  1.603  -1.297  -1.902  0.00
C  -1.759  0.975  -0.195  0.01
O  1.250  -0.960  -1.089  0.00
N  -1.141  2.046  0.621  0.72
H  1.692  -2.497  0.265  0.00
C  1.943  -1.453  0.068  0.00
H  -1.366  0.909  -1.203  0.00
H  1.533  -0.884  0.900  0.00
H  -2.837  1.092  -0.101  0.00
O  -1.411  -0.154  0.569  0.22

*w* ends up most stable, edging out the next structure by 3.9 kcal/mol.